Record 1
Computed, not measured: a 6-piece molecular cluster, C27H53INO5 overall, with ωB97M-V with the def2-TZVPD basis set.

Output
Largest force on an atom ... 4.90 eV/A
E_tot ... -48674.2335 eV
HOMO level ... -10.4 eV
Charge ... +1
Orbital gap ... 0.208 Ha

CARTESIAN COORDINATES (ANGSTROEM)
C (-1.857677, -8.160793, 3.798523)
C (-0.341111, -8.413013, 4.363197)
C (0.693750, -9.119051, 3.300313)
I (0.538446, -11.347873, 3.295473)
N (0.687097, -8.525541, 1.909878)
C (1.827166, -7.833904, 1.484125)
C (1.566686, -7.220951, -0.050411)
C (-0.068662, -6.968793, 0.195896)
C (-0.336856, -8.505680, 0.798730)
H (-2.647799, -7.853688, 4.604782)
H (-1.805698, -7.265170, 3.010280)
H (-2.223256, -9.096945, 3.157701)
H (0.118614, -7.388512, 4.731038)
H (-0.435685, -9.158229, 5.281238)
H (1.787319, -8.917452, 3.736694)
H (2.808470, -7.713951, 2.134328)
H (2.169064, -6.202715, -0.112565)
H (1.860972, -8.035572, -0.847913)
H (-0.158001, -6.317902, 1.189982)
H (-0.727095, -6.672243, -0.723402)
H (-1.483145, -8.578150, 1.057853)
H (-0.140309, -9.216430, -0.109421)
C (-4.040439, -5.379366, -3.900145)
C (-2.972935, -4.360472, -4.205148)
C (-2.070554, -4.475367, -2.995955)
O (-2.156516, -5.832516, -2.540012)
C (-3.249003, -6.471646, -3.214711)
H (-4.576592, -5.732452, -4.784651)
H (-4.771478, -4.953544, -3.202581)
H (-2.426266, -4.655338, -5.108633)
H (-3.359791, -3.349226, -4.354274)
H (-2.412140, -3.827136, -2.182025)
H (-1.029662, -4.229089, -3.224761)
H (-2.827320, -7.172588, -3.943337)
H (-3.848185, -7.035437, -2.494426)
C (-0.504597, 0.087473, -1.118183)
C (-1.734685, 0.542255, -0.376028)
C (-2.845489, -0.087367, -1.188019)
O (-2.318033, -1.299014, -1.745540)
C (-0.896338, -1.306869, -1.555921)
H (0.405265, 0.104364, -0.512917)
H (-0.344632, 0.723918, -1.996640)
H (-1.731005, 0.125691, 0.638140)
H (-1.825498, 1.628697, -0.299142)
H (-3.146290, 0.559564, -2.018900)
H (-3.729219, -0.313941, -0.584573)
H (-0.667073, -2.045198, -0.779814)
H (-0.402297, -1.610245, -2.483055)
C (0.323216, 5.365382, -1.059107)
C (-0.696573, 6.299546, -1.657522)
C (-1.711521, 5.335053, -2.231346)
O (-1.687650, 4.164323, -1.403126)
C (-0.544543, 4.239824, -0.540087)
H (0.936407, 5.824964, -0.279838)
H (0.990125, 4.991293, -1.845000)
H (-1.158588, 6.900626, -0.865485)
H (-0.283705, 6.980052, -2.406500)
H (-1.440353, 5.030850, -3.247855)
H (-2.722472, 5.752301, -2.249962)
H (-0.904273, 4.451214, 0.472802)
H (-0.024351, 3.278042, -0.532047)
C (1.337070, 6.723899, 4.442041)
C (0.030611, 7.412831, 4.143259)
C (0.137044, 7.662026, 2.654564)
O (0.938057, 6.603373, 2.111648)
C (1.547621, 5.890601, 3.196830)
H (1.319666, 6.126297, 5.356945)
H (2.136900, 7.468407, 4.533239)
H (-0.803387, 6.731613, 4.349335)
H (-0.125546, 8.328578, 4.719051)
H (0.647382, 8.608159, 2.445393)
H (-0.838979, 7.675459, 2.160944)
H (1.048210, 4.919212, 3.280647)
H (2.605688, 5.721370, 2.978781)
C (5.362962, 7.040662, -0.806615)
C (4.343173, 7.974827, -1.405030)
C (3.328225, 7.010334, -1.978854)
O (3.352097, 5.839604, -1.150634)
C (4.495204, 5.915104, -0.287595)
H (5.976154, 7.500243, -0.027346)
H (6.029873, 6.666573, -1.592507)
H (3.881159, 8.575907, -0.612993)
H (4.756042, 8.655332, -2.154008)
H (3.599393, 6.706130, -2.995363)
H (2.317274, 7.427581, -1.997470)
H (4.135474, 6.126494, 0.725293)
H (5.015396, 4.953321, -0.279555)

Cartesian forces (eV/Å) of the 2 atoms listed first:
C 0.37 0.37 -1.63
C -0.87 -0.37 0.45

Record 2
Computed, not measured: the molecule C6H10O2, with ωB97M-V with the def2-TZVPD basis set.

Output
Largest force on an atom ... 5.34 eV/A
Structure (SMILES) ... C1C[C@H]2CC[C@H](O1)O2
E_tot ... -10472.6291 eV
HOMO level ... -9.1 eV
Orbital gap ... 0.373 Ha

CARTESIAN COORDINATES (ANGSTROEM)
C (-0.644027, 0.369701, -1.783160)
C (-0.349468, -1.013766, -1.128865)
C (-0.698504, -0.766794, 0.428800)
C (0.518625, -0.627626, 1.497989)
C (0.854346, 0.971396, 1.429502)
C (0.301474, 1.108299, 0.050363)
O (0.142437, 1.642715, -1.284773)
O (-0.950826, 0.626505, 0.230959)
H (-1.647233, 0.742031, -1.688210)
H (-0.467264, 0.566049, -2.941801)
H (0.598359, -1.463284, -1.477687)
H (-1.125473, -1.595813, -1.491190)
H (-1.505717, -1.413880, 0.827882)
H (1.329392, -1.114658, 1.128612)
H (0.255142, -1.098495, 2.554802)
H (1.905642, 1.304989, 1.633916)
H (0.432954, 1.420144, 2.224432)
H (1.050142, 0.342488, -0.211571)

Cartesian forces (eV/Å) of the 2 atoms listed first:
C 1.25 2.98 -4.25
C 0.82 1.25 0.47

Record 3
Computed, not measured: C11H16Br12O4 as an isolated structure, with ωB97M-V with the def2-TZVPD basis set.

Output
Largest force on an atom ... 2.16 eV/A
E_tot ... -860364.6103 eV
HOMO level ... -9.5 eV
Orbital gap ... 0.329 Ha

CARTESIAN COORDINATES (ANGSTROEM)
C (1.782825, -1.711626, 0.470925)
C (1.850454, -0.310718, -0.073502)
C (3.248258, 0.314642, -0.086977)
O (3.386901, 0.894886, -1.366135)
C (2.471918, 0.377389, -2.185193)
O (2.381514, 0.626119, -3.344191)
O (1.597074, -0.431349, -1.504524)
H (1.842316, -1.662163, 1.560787)
H (2.467119, -2.399248, -0.020276)
H (0.799236, -2.166812, 0.323914)
H (1.074072, 0.363786, 0.297563)
H (3.987684, -0.419057, 0.241938)
H (3.299068, 1.074678, 0.697113)
C (-2.035238, -5.192881, -1.415800)
C (-0.857534, -4.378000, -1.945707)
O (0.203114, -4.885262, -2.234244)
C (-1.045075, -2.901981, -1.974286)
H (-2.908537, -4.948815, -2.021683)
H (-2.100400, -5.004933, -0.344619)
H (-1.909186, -6.269317, -1.528031)
H (-1.161603, -2.649920, -0.910666)
H (-1.900110, -2.671938, -2.606448)
H (-0.119444, -2.362565, -2.171968)
C (-1.950966, 1.358145, 1.105953)
Br (-3.253894, 0.750731, 2.395529)
Br (-2.435810, 3.191220, 0.561001)
Br (-1.961278, 0.183057, -0.459867)
H (-0.994072, 1.365464, 1.607874)
C (-0.939774, -0.457752, 5.040926)
Br (0.374874, -0.471635, 3.661322)
Br (-0.379888, 0.491407, 6.658498)
Br (-1.690295, -2.237120, 5.429527)
H (-1.800532, 0.074130, 4.663216)
C (-2.156757, 3.939056, -3.009598)
Br (-2.683792, 4.932871, -4.605798)
Br (-0.253520, 4.199012, -2.522607)
Br (-2.438255, 2.036388, -3.284809)
H (-2.732044, 4.242401, -2.148191)
C (1.924630, 4.653674, 1.470690)
Br (0.875526, 3.233514, 2.342632)
Br (0.885872, 6.299604, 1.402796)
Br (2.482141, 4.081619, -0.276982)
H (2.773393, 4.849311, 2.109907)

Cartesian forces (eV/Å) of the 2 atoms listed first:
C -1.05 0.01 0.71
C 0.04 -0.64 -1.67

Record 4
Computed, not measured: C47H50ClN4OSSb2Y as an isolated structure, with ωB97M-V with the def2-TZVPD basis set.

Output
Largest force on an atom ... 0.80 eV/A
E_tot ... -95023.8056 eV
HOMO level ... -12.4 eV
Charge ... +2
Orbital gap ... 0.267 Ha

CARTESIAN COORDINATES (ANGSTROEM)
Y (1.275716, 0.176894, 0.334970)
N (1.470514, 0.736439, 2.764429)
C (2.067599, -0.222951, 3.667538)
C (2.490216, 0.095055, 4.925092)
C (3.034794, -0.894640, 5.770921)
C (3.125723, -2.185533, 5.340986)
C (2.704345, -2.536569, 4.036743)
C (2.792147, -3.854653, 3.537465)
C (2.406318, -4.114132, 2.255519)
C (1.947411, -3.053832, 1.461908)
N (1.819777, -1.810638, 1.883754)
C (2.185832, -1.542551, 3.182013)
H (0.495965, 0.885863, 3.014412)
H (1.899173, 1.650674, 2.868354)
H (2.398248, 1.114818, 5.282254)
H (3.365624, -0.622189, 6.764019)
H (3.527195, -2.957048, 5.986685)
H (3.173338, -4.642162, 4.176482)
H (2.460073, -5.107418, 1.833280)
H (1.700097, -3.243469, 0.426827)
C (0.052955, -2.588182, -1.521701)
C (-0.371294, -1.880997, -2.806258)
C (-1.203435, -0.613573, -2.577431)
Sb (-3.292821, -0.734527, -3.182830)
C (-2.761491, -0.992961, -5.232821)
C (-1.776421, -0.246632, -5.880135)
C (-1.450746, -0.505718, -7.204319)
C (-2.105361, -1.518398, -7.895432)
C (-3.086092, -2.267642, -7.263035)
C (-3.412586, -2.005871, -5.936472)
C (-3.365879, 1.412599, -3.102812)
C (-3.243737, 1.998285, -1.840246)
C (-3.224739, 3.379910, -1.694676)
C (-3.325127, 4.196217, -2.814799)
C (-3.456644, 3.624513, -4.074081)
C (-3.480773, 2.239988, -4.217946)
Sb (-1.366388, -3.464937, -0.091260)
C (-2.314335, -1.635396, 0.561104)
C (-3.652092, -1.341687, 0.306816)
C (-4.272700, -0.256510, 0.914389)
C (-3.566713, 0.562386, 1.786501)
C (-2.233549, 0.290023, 2.044518)
C (-1.611819, -0.797115, 1.433557)
C (-2.835944, -4.175457, -1.458716)
C (-2.485830, -4.620672, -2.733114)
C (-3.452447, -5.130840, -3.590389)
C (-4.774962, -5.209984, -3.177471)
C (-5.123945, -4.812177, -1.893564)
C (-4.157271, -4.309976, -1.032895)
H (0.654709, -1.859752, -0.948540)
H (0.753750, -3.398154, -1.742873)
H (-0.902813, -2.571822, -3.460398)
H (0.543749, -1.630285, -3.355512)
H (-0.820305, 0.213322, -3.171288)
H (-1.191212, -0.295270, -1.528072)
H (-1.270121, 0.559538, -5.357159)
H (-0.694894, 0.087977, -7.704321)
H (-1.854232, -1.717010, -8.929699)
H (-3.602461, -3.051423, -7.802910)
H (-4.182904, -2.595519, -5.449624)
H (-3.168991, 1.373553, -0.955174)
H (-3.144370, 3.820346, -0.706789)
H (-3.322253, 5.274363, -2.706077)
H (-3.554821, 4.258133, -4.947735)
H (-3.594947, 1.810804, -5.207183)
H (-4.228382, -1.967271, -0.361531)
H (-5.317610, -0.053907, 0.711086)
H (-4.057365, 1.394243, 2.276183)
H (-1.694042, 0.911422, 2.749695)
H (-0.605818, -1.072225, 1.755428)
H (-1.454532, -4.602990, -3.063531)
H (-3.168898, -5.474481, -4.577841)
H (-5.529902, -5.603637, -3.846211)
H (-6.148842, -4.904514, -1.557141)
H (-4.446039, -4.030616, -0.025076)
C (2.660850, 2.440954, -3.330642)
C (1.410670, 1.984603, -2.655610)
C (0.176624, 2.777902, -2.888848)
O (1.434935, 0.991480, -1.914024)
H (2.629720, 2.103357, -4.373238)
H (3.546363, 2.036094, -2.847351)
H (2.699864, 3.530178, -3.359792)
H (0.100860, 3.051311, -3.944542)
H (0.284395, 3.719451, -2.334699)
H (-0.730425, 2.275755, -2.564605)
Cl (3.249854, 2.221956, 0.312287)
C (2.256102, 3.678360, 0.337177)
C (2.921405, 4.889241, 0.215007)
C (2.187588, 6.058512, 0.282101)
C (0.814928, 5.990959, 0.477862)
C (0.180544, 4.763620, 0.579695)
C (0.880422, 3.554826, 0.495726)
C (0.183844, 2.223478, 0.559666)
H (3.997098, 4.916227, 0.089064)
H (2.689572, 7.013169, 0.197000)
H (0.235226, 6.902845, 0.550582)
H (-0.894691, 4.724997, 0.717456)
H (-0.805999, 2.345679, 1.005632)
H (-0.042041, 1.932699, -0.467868)
N (5.480712, -1.765405, -2.255023)
C (4.278542, -1.256496, -1.997284)
N (3.495015, -0.941101, -3.026596)
S (3.783051, -1.092272, -0.374295)
H (5.831550, -1.888492, -3.191414)
H (6.082104, -2.000840, -1.484466)
H (3.784429, -1.080231, -3.980931)
H (2.601988, -0.517112, -2.836214)

Cartesian forces (eV/Å) of the 2 atoms listed first:
Y 0.31 -0.16 0.42
N 0.10 -0.16 -0.04